Entry from OMol25: a 15-piece molecular cluster, C16H62BrN30O14 overall (wB97M-V/def2-TZVPD).

XYZ file:
```
123
Properties=species:S:1:pos:R:3:forces:R:3
N -0.392 -3.835 -1.643 0.8319 1.0383 0.3361
C -1.264 -2.906 -0.906 0.2472 -0.4620 -1.1289
C -2.686 -2.835 -1.458 -0.2518 -0.5685 0.8487
N -3.680 -3.300 -0.502 -0.5833 0.3990 -0.0486
Br -4.253 -5.045 -1.084 0.0345 -0.4762 0.4359
H -0.473 -3.641 -2.618 -0.1511 -0.0889 -0.8324
H -0.704 -4.760 -1.483 -0.2923 -1.1158 0.0394
H -0.750 -1.963 -0.920 0.1236 0.8165 0.2568
H -1.318 -3.301 0.075 -0.0820 0.0375 1.1643
H -2.710 -3.478 -2.313 0.1250 -0.2837 -0.9423
H -2.927 -1.850 -1.833 -0.1281 0.8010 0.0786
C 2.681 -3.190 0.334 0.3234 0.3208 -0.0210
O 1.911 -3.754 1.113 0.2501 0.1163 -0.1647
N 3.950 -2.843 0.701 -0.4772 -0.5735 -0.3498
N 2.331 -2.850 -0.947 -0.5314 -0.0829 -0.0145
H 4.601 -2.375 0.104 -0.0012 0.0928 -0.1006
H 4.217 -3.057 1.638 0.1290 0.3115 0.2833
H 1.374 -3.076 -1.260 0.2055 -0.4125 0.1672
H 2.961 -2.386 -1.578 0.2207 0.0008 0.1310
C 1.938 -4.275 5.072 -0.4370 -0.1596 -0.2676
O 1.584 -4.288 6.246 0.2131 0.0654 -0.2973
N 1.066 -4.075 4.030 0.6035 0.1193 0.2672
N 3.246 -4.447 4.692 -0.2358 0.0102 0.0139
H 1.349 -4.058 3.058 0.0288 -0.0035 -0.0825
H 0.103 -3.943 4.258 -0.1958 -0.0212 0.0822
H 3.920 -4.588 5.415 0.1194 -0.0006 0.1630
H 3.546 -4.434 3.736 -0.0985 0.0192 -0.0624
C 3.946 -0.718 3.902 -0.2801 -0.2141 0.1307
O 4.440 -1.471 3.073 0.3729 0.3478 0.1748
N 2.810 -1.073 4.566 0.2673 0.3699 -0.0897
N 4.473 0.516 4.202 -0.2039 -0.4022 -0.1045
H 2.366 -0.504 5.257 -0.0424 0.0890 0.0885
H 2.413 -1.962 4.327 -0.1612 -0.1439 0.0017
H 5.301 0.793 3.718 0.1439 0.0185 -0.1027
H 4.067 1.140 4.871 -0.1174 0.0628 0.0590
C 2.935 0.496 -3.194 -0.0815 -0.0683 0.1024
O 3.819 -0.323 -3.429 -0.2464 0.1750 0.0965
N 2.955 1.777 -3.690 0.2633 -0.2435 0.0757
N 1.856 0.198 -2.412 0.1145 0.4509 -0.3007
H 2.236 2.448 -3.500 -0.1141 -0.0242 0.0203
H 3.733 2.039 -4.268 0.0885 0.0149 -0.0407
H 1.824 -0.718 -2.023 -0.1840 -0.3369 0.1939
H 1.119 0.851 -2.200 0.0585 0.0019 0.1725
C 0.980 1.935 1.023 -0.0185 -0.0587 0.0501
O 0.353 2.204 -0.003 0.3366 -0.1269 0.2831
N 0.896 2.675 2.169 -0.0678 -0.0603 -0.4690
N 1.822 0.851 1.093 -0.2332 0.3899 -0.1045
H 1.405 2.454 3.004 -0.0264 0.0376 0.0871
H 0.286 3.479 2.168 -0.0776 -0.0150 -0.0218
H 1.897 0.282 0.275 0.0603 -0.1371 -0.0958
H 2.348 0.607 1.909 0.0149 -0.0481 0.1010
C -2.251 5.373 2.792 -0.1301 -0.0280 0.1730
O -1.277 4.988 2.156 -0.2273 0.1443 0.1568
N -3.094 4.511 3.441 0.4578 0.2383 0.0207
N -2.580 6.700 2.897 0.2317 -0.3429 0.1603
H -3.898 4.811 3.954 -0.1713 0.0441 -0.0849
H -2.890 3.533 3.381 -0.0167 -0.1674 -0.0862
H -1.990 7.358 2.432 0.0888 0.0998 -0.1614
H -3.377 7.030 3.402 -0.1800 -0.0102 -0.0599
C -5.980 -1.206 2.098 0.1658 -0.2011 -0.1849
O -5.139 -0.319 1.979 -0.3851 -0.0548 0.1648
N -5.824 -2.452 1.587 0.3763 0.4296 0.2074
N -7.168 -0.987 2.775 0.2333 -0.0145 -0.0821
H -6.512 -3.170 1.687 -0.1154 -0.0643 -0.0491
H -4.964 -2.657 1.076 -0.0249 -0.1080 -0.3719
H -7.316 -0.080 3.162 0.0012 0.1773 0.0385
H -7.871 -1.687 2.886 -0.0707 -0.1123 -0.0347
C -4.735 -8.813 -3.754 0.0783 0.1905 0.0982
O -3.611 -8.847 -4.234 -0.3520 -0.0911 0.0705
N -5.674 -9.788 -4.030 0.1673 0.2663 0.1134
N -5.158 -7.822 -2.914 0.1824 -0.3927 -0.3174
H -6.598 -9.783 -3.651 -0.1009 0.0385 0.0629
H -5.400 -10.529 -4.639 0.1003 -0.1274 -0.1242
H -4.513 -7.086 -2.681 0.0527 0.0813 -0.0044
H -6.077 -7.791 -2.522 -0.1050 0.0526 0.0403
C 5.871 4.648 -3.016 0.0795 -0.0698 -0.1069
O 6.167 3.899 -3.943 -0.1748 0.2790 0.2836
N 4.822 4.384 -2.172 0.2201 0.0866 -0.2400
N 6.554 5.805 -2.754 -0.2779 -0.6592 0.0888
H 4.559 4.983 -1.416 0.0054 0.0729 0.0713
H 4.302 3.545 -2.337 -0.0552 -0.1893 0.0328
H 7.318 6.027 -3.352 0.1891 0.0316 -0.1643
H 6.322 6.433 -2.010 -0.0732 0.2179 -0.0641
C -5.347 4.398 0.167 0.1471 0.2174 0.1916
O -5.615 5.543 0.536 0.0824 -0.5415 -0.1400
N -4.103 3.852 0.327 -0.5856 0.1215 -0.2011
N -6.278 3.586 -0.426 0.3155 0.1335 0.0636
H -3.863 2.923 0.039 0.0169 -0.0839 0.0305
H -3.409 4.425 0.758 0.2658 0.0539 0.0061
H -7.194 3.957 -0.555 -0.1899 0.0986 -0.0032
H -6.081 2.650 -0.722 0.0412 -0.1088 0.0574
C 5.668 -5.085 -3.101 0.0688 0.0030 -0.0513
O 6.625 -5.812 -3.339 -0.2895 0.2326 0.0722
N 5.543 -3.832 -3.655 -0.1185 -0.4311 0.3079
N 4.649 -5.459 -2.265 0.1316 0.3551 -0.2661
H 4.770 -3.220 -3.477 -0.0545 0.1011 -0.0181
H 6.269 -3.528 -4.268 0.1583 0.0598 -0.1130
H 4.706 -6.361 -1.844 0.0327 -0.1896 0.0763
H 3.860 -4.871 -2.059 -0.0196 -0.0082 0.0324
C 5.732 9.166 -3.285 -0.0448 -0.0427 -0.0095
O 6.033 8.557 -2.269 -0.0419 0.3178 -0.1325
N 6.601 9.313 -4.336 -0.3126 0.0416 0.2978
N 4.501 9.747 -3.453 0.3970 -0.1050 -0.0128
H 6.372 9.804 -5.176 -0.0510 0.0360 -0.0996
H 7.506 8.901 -4.246 0.1712 -0.0873 0.0324
H 3.845 9.654 -2.706 -0.1068 -0.0499 0.1420
H 4.235 10.246 -4.277 -0.0209 0.0332 -0.1094
C -7.318 -3.137 -3.333 0.1898 -0.0795 0.2232
O -8.120 -3.593 -2.525 0.1565 0.1899 -0.3987
N -5.988 -3.003 -3.073 -0.5791 0.0179 0.2006
N -7.718 -2.720 -4.592 0.1297 -0.0710 0.2908
H -5.340 -2.632 -3.736 0.0861 0.0288 -0.0866
H -5.638 -3.297 -2.167 0.0393 0.0904 -0.1290
H -8.685 -2.805 -4.818 -0.2011 -0.0424 -0.0040
H -7.088 -2.347 -5.270 0.1137 0.0295 -0.0619
C 0.320 3.698 5.775 -0.1606 -0.0129 -0.0492
O 1.314 3.320 5.171 -0.0781 -0.0232 0.1520
N -0.536 2.827 6.401 0.2973 0.3662 -0.1451
N -0.016 5.024 5.866 0.1053 -0.3962 0.0902
H -1.354 3.119 6.895 -0.1024 0.0447 0.0285
H -0.322 1.853 6.347 0.0163 -0.1876 -0.0534
H 0.584 5.682 5.412 0.0947 0.0845 -0.1454
H -0.826 5.354 6.349 -0.1262 0.0074 0.0245
```
Positions in Å, forces in eV/Å.

Net charge: -1
Kohn-Sham gap in hartree: 0.1811
Maximum force in eV/Å: 1.372
DFT total energy in Eh: -5917.5274

***

Entry from OMol25: a 15-piece molecular cluster, C16H66N4O15 overall (wB97M-V/def2-TZVPD).

XYZ file:
```
101
Properties=species:S:1:pos:R:3:forces:R:3
C 9.027 9.522 9.196 0.0694 -0.1347 0.2200
C 8.958 10.943 9.811 -0.0792 -0.9870 -3.4939
C 10.239 11.605 9.400 0.8395 0.7821 -1.2289
O 10.249 12.986 9.735 -0.2828 0.1737 0.1300
C 9.933 13.860 8.674 1.9953 0.6716 -0.6866
N 7.893 11.704 9.140 -2.4450 -1.3854 1.4065
H 8.241 8.837 9.574 0.3205 0.4174 -0.1309
H 10.005 9.127 9.477 -0.0598 -0.3776 0.0861
H 9.013 9.497 8.094 -0.2042 0.3542 0.3955
H 8.820 10.797 10.838 0.0182 0.2970 1.8855
H 10.402 11.515 8.268 -0.3753 -0.0932 1.4588
H 11.113 11.211 9.887 0.3477 -0.5492 0.2842
H 9.610 14.813 9.063 -0.3067 0.1558 0.3778
H 9.217 13.457 7.995 -0.6832 -0.3518 -0.3299
H 10.869 14.089 8.083 -0.7470 -0.3273 0.4528
H 7.807 12.611 9.618 -0.1954 -0.4366 -0.1394
H 6.984 11.145 9.382 1.8659 1.6575 -0.7146
C 11.622 9.997 14.814 -0.1377 -1.0265 0.7518
C 10.325 9.987 14.039 -1.4677 -0.0603 -0.7310
C 9.554 8.598 14.129 1.6921 0.4953 0.7810
O 8.193 8.777 13.996 -1.0685 1.7922 0.0701
C 7.552 7.663 13.517 -1.3485 -0.9377 -0.5475
N 9.446 11.100 14.552 -0.4360 -1.1825 0.3875
H 11.316 9.681 15.821 0.4072 0.2102 0.1370
H 12.183 10.919 14.893 -0.4239 0.4579 -0.2220
H 12.357 9.268 14.487 -0.1345 -0.3493 -0.3219
H 10.462 10.131 12.946 0.1049 0.3894 0.5738
H 9.743 8.150 15.114 0.1691 -0.0435 0.1084
H 9.899 7.894 13.374 0.4112 0.0734 -0.2261
H 6.440 7.735 13.523 0.7660 0.4951 0.3632
H 7.810 6.802 14.127 0.0851 -0.5067 -0.0426
H 7.802 7.503 12.470 0.3144 -0.3689 -0.2282
H 9.151 10.912 15.544 0.3252 0.0678 -1.2574
H 8.574 11.058 13.992 0.7124 0.2574 0.5774
C 11.369 4.987 9.600 2.0072 -1.0984 -2.1213
C 11.732 6.127 10.522 -0.3492 -0.6654 -0.1973
C 12.507 7.254 9.877 -1.0062 0.3549 -0.1261
O 11.992 7.705 8.655 -0.8999 0.3366 -0.2770
C 12.692 8.839 8.124 0.5239 -1.4641 0.1563
N 10.477 6.612 11.139 0.3011 -0.5494 0.9371
H 12.264 4.501 9.047 -1.1220 1.0802 0.7290
H 10.667 5.312 8.835 0.0978 0.2863 -0.1860
H 10.903 4.124 10.028 -0.3682 -0.2965 1.0349
H 12.485 5.808 11.260 -0.7289 -0.1952 0.3613
H 13.531 7.018 9.788 1.4376 -0.7581 -0.3702
H 12.481 8.021 10.619 -0.0979 1.1363 0.6003
H 12.932 9.532 8.956 0.1639 -0.1244 -0.7174
H 12.106 9.299 7.336 -0.4288 0.1645 0.2561
H 13.559 8.388 7.587 0.0995 0.8551 0.6352
H 9.922 7.033 10.411 -0.2306 0.1071 -0.2059
H 9.935 5.802 11.506 0.5973 0.8673 -0.4634
C 15.187 15.051 14.284 0.4988 0.2924 -0.7009
C 14.414 14.583 15.470 -1.4083 -0.9342 -0.5563
C 13.356 15.618 15.893 -1.4104 -1.3120 -0.5188
O 13.913 16.711 16.558 0.7482 -0.7504 -1.0082
C 12.912 17.603 16.873 0.7950 1.2316 2.6883
N 13.751 13.290 15.044 -0.4733 1.1855 0.6571
H 14.495 14.934 13.383 1.2278 0.4081 0.8889
H 16.106 14.427 14.203 -0.6879 0.3716 -0.4441
H 15.520 16.095 14.453 -0.2985 -0.4566 -0.4416
H 15.054 14.323 16.278 0.6539 0.2878 0.9221
H 12.606 15.215 16.630 0.4533 -0.3666 -0.8206
H 12.752 15.870 14.940 0.8326 0.0735 1.2093
H 11.997 17.127 17.216 -0.2907 -0.2149 -0.1718
H 12.744 18.318 16.113 -0.4889 0.6480 -1.1561
H 13.317 18.166 17.751 -0.4927 -0.1629 -0.5702
H 14.258 12.847 14.295 0.3181 -0.0985 -0.0828
H 13.699 12.670 15.837 0.0589 -0.2920 0.0492
O 10.998 13.196 14.257 -1.6121 0.5514 -0.2955
H 11.909 13.225 14.556 0.7815 -0.2781 0.6985
H 10.374 12.437 14.585 0.8899 0.3205 -0.7510
O 10.419 15.718 12.877 -0.0876 -0.4201 -2.9380
H 10.705 14.999 13.396 0.6297 -1.8360 1.1880
H 10.342 16.465 13.408 -0.3963 2.3446 1.7636
O 13.001 11.827 11.883 0.4470 -0.5176 0.0134
H 12.366 12.064 12.554 -0.5147 0.2475 0.4497
H 12.912 12.493 11.192 -0.0918 0.2992 -0.4941
O 6.880 14.242 14.095 -0.6287 -0.1887 0.9670
H 7.368 14.020 13.301 0.3617 -0.4482 -0.5148
H 6.535 13.410 14.470 0.3726 0.5724 -0.4676
O 13.074 13.557 9.504 0.2151 -0.4297 0.1636
H 14.007 13.759 9.621 0.1178 0.0956 -0.0442
H 12.611 14.388 9.638 -0.2337 0.4205 0.1240
O 8.406 11.959 17.187 0.6403 -0.4038 -0.4540
H 8.751 12.836 17.038 0.4984 0.6486 -0.3776
H 7.670 12.137 17.741 -1.1493 -0.0812 0.8559
O 9.419 17.643 14.750 0.9105 0.0342 1.7236
H 9.411 16.712 15.139 -0.0497 1.0897 -0.1735
H 9.802 18.216 15.482 -0.7370 -1.1326 -1.4484
O 9.216 15.042 15.659 1.8008 -0.4260 0.3192
H 8.311 15.077 15.344 -0.2737 -0.8229 -0.7979
H 9.832 14.412 15.148 -1.5177 0.8134 0.4800
O 8.784 13.734 11.871 -0.4391 0.7006 0.3834
H 9.438 13.360 11.256 -0.0094 0.2026 -0.0634
H 9.091 14.648 12.073 0.0501 -0.8153 -0.1893
O 15.827 12.077 11.826 -2.7834 1.8861 0.9830
H 16.380 11.380 11.622 1.7403 -2.3074 -0.6476
H 14.923 11.699 12.006 0.9272 0.5168 -0.3706
O 11.740 16.434 10.516 -0.7455 0.4293 0.2250
H 10.929 16.965 10.384 0.6657 -0.3276 -0.3430
H 11.595 16.205 11.453 0.1406 -0.3142 -0.1029
```
Positions in Å, forces in eV/Å.

Kohn-Sham gap in hartree: 0.3598
ΔE to the lowest compared entry with this formula, charge and spin in kJ/mol: 0.0
Maximum force in eV/Å: 3.632
DFT total energy in Eh: -1996.7541

***

Entry from OMol25: C16H6BrCl40GaN2O3P as an isolated structure (wB97M-V/def2-TZVPD).

XYZ file:
```
70
Properties=species:S:1:pos:R:3:forces:R:3
N 5.935 4.534 4.793 -0.1087 0.0890 -0.0435
C 4.893 4.205 4.398 0.0815 0.0630 0.0294
O 3.761 3.836 3.962 0.1193 -0.1482 0.1361
Ga 3.475 1.941 4.051 -0.5668 -0.7957 -0.3642
O 3.346 1.375 5.801 0.2227 0.1260 -0.0562
C 1.788 1.405 3.114 0.0567 0.5365 0.1756
C 0.844 0.590 3.729 0.1873 -0.0002 -0.2199
C -0.283 0.206 3.018 -0.0662 -0.1407 0.1822
C -0.438 0.654 1.720 -0.1786 0.0227 -0.1651
N 0.419 1.468 1.103 0.1713 -0.1681 0.4131
C 1.496 1.817 1.815 0.1866 -0.1733 -0.2182
P 5.341 0.763 3.130 0.7424 0.5448 0.2554
O 5.043 -0.754 3.801 -0.3947 0.1307 0.0137
Br 4.717 0.521 0.984 -0.1527 -0.1699 -0.0758
H 3.529 0.431 5.794 0.0987 -0.0758 0.1196
H 1.018 0.249 4.744 -0.0926 -0.0679 0.0216
H -1.041 -0.432 3.456 0.0021 -0.0256 0.0122
H -1.306 0.340 1.148 0.0006 0.0905 -0.0270
H 2.196 2.476 1.310 -0.0624 0.0228 -0.1080
H 5.788 -0.902 4.390 0.1577 -0.2537 -0.0889
C 5.990 -3.388 -0.475 -0.1187 0.1607 0.0322
Cl 5.753 -3.073 1.231 0.1150 -0.0721 0.1854
Cl 7.350 -2.443 -1.085 0.0193 -0.0203 -0.0038
Cl 6.297 -5.111 -0.754 -0.0170 0.0176 -0.0051
Cl 4.512 -2.902 -1.323 0.1652 -0.0100 0.1102
C 1.403 -3.610 -4.818 -0.0288 0.1076 0.0558
Cl 1.986 -4.984 -5.767 0.0303 -0.0214 -0.0350
Cl 2.627 -3.180 -3.616 -0.0389 -0.3480 -0.3644
Cl 1.119 -2.231 -5.883 0.0195 -0.0502 0.0156
Cl -0.107 -4.061 -4.019 0.0034 -0.0195 -0.0074
C -4.090 -4.736 -3.296 -0.0342 0.0494 0.0055
Cl -3.662 -3.043 -3.055 -0.0006 -0.0818 -0.0897
Cl -3.964 -5.159 -5.007 0.0231 -0.0024 -0.0113
Cl -2.965 -5.743 -2.368 0.0942 -0.0924 -0.3121
Cl -5.744 -5.010 -2.752 0.0470 -0.2450 0.1054
C -0.767 -0.093 -2.449 0.0831 0.2635 0.0732
Cl -1.422 -0.086 -4.097 -0.0444 -0.0610 -0.0897
Cl 0.718 -1.041 -2.413 -0.1062 0.2237 0.0680
Cl -0.448 1.556 -1.928 -0.0710 -0.1710 -0.1379
Cl -1.951 -0.844 -1.371 -0.0571 0.0395 0.0895
C -0.608 5.793 2.686 0.0283 -0.0544 0.0791
Cl -1.069 6.013 4.380 -0.0038 -0.0086 -0.0034
Cl 0.751 6.853 2.301 0.0077 0.0188 0.2329
Cl -0.144 4.126 2.398 -0.1404 0.2747 0.0263
Cl -1.985 6.222 1.646 -0.0187 0.0135 -0.0143
C 0.694 3.178 8.045 0.0829 0.0426 -0.0471
Cl 1.980 4.363 7.825 0.0041 0.0037 0.0000
Cl 0.563 2.185 6.610 -0.2520 0.0970 0.0409
Cl 1.067 2.160 9.448 -0.0134 -0.0076 0.0212
Cl -0.840 4.025 8.344 -0.0182 0.0058 0.0066
C -4.820 -4.948 1.956 0.0118 0.0280 -0.0241
Cl -4.066 -5.302 0.398 -0.0909 0.0561 0.3143
Cl -5.074 -6.453 2.846 -0.0052 -0.0144 0.0081
Cl -3.775 -3.878 2.890 0.0061 0.0083 0.0058
Cl -6.378 -4.158 1.679 -0.0129 0.0027 0.0013
C -8.615 -2.122 -4.117 0.0153 -0.0095 0.0015
Cl -9.272 -1.245 -2.732 -0.0082 0.0059 0.0094
Cl -9.125 -1.329 -5.612 -0.0056 0.0017 -0.0118
Cl -6.858 -2.145 -4.022 -0.0433 0.2111 -0.0821
Cl -9.223 -3.784 -4.100 -0.0095 -0.0189 0.0012
C -1.420 -3.092 -9.003 0.0067 -0.0286 0.0167
Cl -2.022 -3.082 -10.666 -0.0159 0.0051 -0.0166
Cl 0.057 -4.050 -8.919 0.0157 -0.0137 -0.0119
Cl -1.085 -1.437 -8.490 -0.0351 0.0533 -0.0451
Cl -2.640 -3.799 -7.939 0.0115 0.0399 0.0211
C 2.149 8.069 -1.772 0.0156 -0.0245 -0.0101
Cl 2.040 7.835 -3.524 -0.0035 0.0004 -0.0071
Cl 3.690 7.441 -1.190 0.0114 -0.0010 0.0048
Cl 2.044 9.799 -1.411 -0.0027 0.0148 -0.0017
Cl 0.831 7.223 -0.972 -0.0248 0.0240 -0.1923
```
Positions in Å, forces in eV/Å.

Net charge: -1
Kohn-Sham gap in hartree: 0.2296
Maximum force in eV/Å: 1.043
DFT total energy in Eh: -24196.3987

***

- Among the records above, which one has the lowest DFT total energy?
  C16H6BrCl40GaN2O3P

***

- DFT total energy of number 1 (C16H62BrN30O14)?
  -5917.5274 Eh